(1)
C18H33Sn as an isolated structure in a non-equilibrium geometry, computed with wB97M-V/def2-TZVPD.

Last column: Löwdin charge in e.
Positions of all 52 atoms, in Å:
H1 6.425 -6.512 7.754  0.06
C1 -0.047 -1.478 7.025  -0.22
H2 2.071 -6.260 5.440  0.04
H3 4.619 -6.127 6.073  0.11
H4 2.926 -5.257 7.694  0.10
H5 2.770 -6.876 8.391  0.10
C2 -3.659 -6.298 11.226  -0.13
C3 -2.350 -4.251 2.717  -0.13
C4 4.393 -6.662 7.002  -0.29
H6 -2.465 -6.585 6.168  0.03
C5 -0.485 -6.683 8.976  -0.35
H7 5.218 -6.801 9.012  0.07
H8 -1.212 -7.727 5.626  0.04
C6 -0.040 0.608 8.236  -0.15
H9 -0.045 -1.361 4.865  0.04
H10 -0.045 -1.364 9.185  0.05
Sn1 -0.025 -5.754 7.042  1.16
H11 -1.528 -6.160 11.535  0.10
C7 -1.910 -6.347 9.415  -0.34
H12 -0.321 -7.764 8.867  0.04
C8 5.410 -6.270 8.074  -0.13
H13 -0.450 -5.434 4.222  0.08
H14 -0.038 1.164 9.181  0.07
H15 1.711 -7.748 6.338  0.04
H16 -4.377 -6.822 10.588  0.07
H17 -2.095 -5.270 9.266  0.10
H18 -2.225 -4.931 1.868  0.07
C9 1.879 -6.667 6.439  -0.34
H19 -3.817 -5.222 11.099  0.07
H20 4.475 -7.735 6.795  0.10
H21 -3.492 -5.614 3.938  0.10
H22 -3.886 -6.549 12.264  0.06
H23 -0.040 1.169 4.873  0.07
C10 -0.039 1.314 7.026  -0.18
H24 -1.375 -6.764 3.527  0.10
H25 -3.213 -3.613 2.517  0.06
C11 -2.566 -5.030 4.014  -0.28
H26 -2.697 -4.324 4.846  0.11
C12 -0.046 -0.830 5.815  -0.20
H27 -0.028 -3.957 7.056  -0.06
H28 -2.622 -6.887 8.772  0.10
C13 -1.488 -6.668 5.680  -0.34
C14 -0.045 -0.831 8.231  -0.21
C15 -2.224 -6.688 10.874  -0.29
H29 5.371 -5.196 8.282  0.07
C16 2.970 -6.332 7.456  -0.35
C17 -1.402 -5.986 4.308  -0.34
H30 -0.037 2.413 7.028  0.07
H31 -2.084 -7.762 11.039  0.10
H32 0.284 -6.288 9.647  0.03
C18 -0.041 0.611 5.819  -0.15
H33 -1.463 -3.609 2.774  0.07

Summary:
- Molar mass: 368.17 g/mol
- Total charge: -1
- Orbital gap: 4.9 eV
- 2S+1: 1

***

(2)
C18H34AsMoN5O4P as an isolated structure, computed with wB97M-V/def2-TZVPD.

Last column: Löwdin charge in e.
Positions of all 64 atoms, in Å:
C1 2.540 -1.014 -3.059  -0.07
H1 -0.331 -4.671 -1.881  0.08
O1 -0.017 2.965 1.430  0.10
H2 3.442 1.668 -0.664  0.05
C2 3.412 2.124 0.324  -0.15
Mo1 -0.146 -0.493 0.286  1.64
C3 0.169 0.163 -2.655  -0.02
H3 -3.088 -0.626 5.260  0.10
H4 -0.626 1.277 -4.937  0.13
P1 -0.524 -3.002 -0.197  0.78
H5 -2.267 -4.606 -0.139  0.08
H6 0.903 -3.430 -2.129  0.04
H7 -1.830 -0.498 4.041  0.07
H8 3.397 1.946 3.741  0.08
C4 0.519 -3.932 0.952  -0.22
H9 -2.909 -3.006 -0.566  0.07
C5 0.801 0.187 -3.928  -0.33
H10 -2.565 0.963 4.736  0.09
C6 -1.050 2.382 1.640  -0.48
H11 -0.789 -3.119 -2.593  0.07
C7 1.947 -1.056 -1.805  -0.17
H12 2.677 2.927 0.366  0.06
H13 1.575 -3.712 0.792  0.05
As1 2.927 0.813 1.608  1.19
N1 -1.142 0.995 1.362  0.04
H14 -2.513 -3.379 1.124  0.06
H15 -4.779 0.346 3.704  0.14
H16 -0.783 0.649 -2.482  0.12
C8 4.140 -0.650 1.723  -0.16
N2 1.988 -0.414 -4.094  0.18
H17 -5.534 0.981 1.472  0.14
C9 2.481 1.550 3.299  -0.15
C10 -0.137 -3.596 -1.861  -0.22
H18 -4.261 2.464 -0.110  0.09
O2 -2.042 -0.900 0.980  -0.20
H19 2.073 0.770 3.939  0.07
N3 -2.182 2.912 2.173  0.25
H20 -3.447 1.047 -0.800  0.06
H21 4.612 -0.823 0.758  0.06
C11 -2.221 -3.539 0.089  -0.22
H22 0.756 0.787 -5.855  0.14
H23 -4.067 -1.098 2.998  0.13
H24 4.403 2.501 0.585  0.08
H25 2.401 -1.559 -0.963  0.10
H26 3.614 -1.537 2.071  0.06
H27 0.248 -3.691 1.980  0.06
N4 0.260 0.802 -4.975  0.21
O3 1.394 0.147 0.978  -0.62
H28 1.762 2.352 3.134  0.05
C12 -3.388 2.235 2.454  -0.38
H29 4.900 -0.376 2.458  0.08
C13 -4.356 1.392 -0.292  -0.05
N5 0.749 -0.462 -1.635  -0.17
C14 -3.505 0.759 2.059  -0.30
H30 -4.765 -0.444 0.792  0.13
H31 -5.181 1.259 -0.990  0.10
O4 -4.290 2.813 2.974  0.20
C15 -4.626 0.619 0.991  -0.13
H32 0.361 -5.000 0.787  0.08
H33 3.500 -1.492 -3.223  0.14
H34 -2.164 3.897 2.419  0.19
C16 -3.851 -0.078 3.321  -0.14
C17 -2.236 0.287 1.486  -0.40
C18 -2.769 -0.053 4.391  -0.05

Summary:
- Molar mass: 586.34 g/mol
- Total charge: +3
- Relative energy (zero: lowest compared OMol25 entry of this formula, charge and spin): 63.8 kJ/mol
- Orbital gap (spin up / spin down): 6.8 / 6.8 eV
- 2S+1: 1

***

(3)
A 4-piece molecular cluster, C18H34BrN4O8S overall in a non-equilibrium geometry, computed with wB97M-V/def2-TZVPD.

Last column: Löwdin charge in e.
Positions of all 66 atoms, in Å:
H1 -3.176 0.939 3.055  0.14
N1 2.791 0.352 -3.924  -0.19
C1 3.164 -0.079 -5.256  -0.07
H2 3.108 -0.294 2.667  0.13
H3 2.013 -1.937 4.161  0.14
O1 -2.840 -4.482 2.551  0.01
H4 -4.808 -1.181 1.051  0.09
C2 1.436 -3.088 2.209  -0.04
C3 2.069 1.515 1.506  -0.66
H5 1.168 -0.981 -3.959  0.09
N2 0.202 4.134 -4.084  -0.20
C4 -1.809 -5.192 2.072  -0.27
C5 1.165 -1.940 3.347  -0.32
C6 0.489 -4.446 2.448  -0.20
C7 -1.956 -6.847 2.161  -0.03
H6 1.937 -0.727 -2.364  0.09
O2 -0.608 -4.615 1.447  -0.02
C8 -4.769 -0.866 2.098  -0.06
H7 -1.781 -7.238 1.057  0.09
H8 1.610 5.292 -3.039  0.09
C9 1.630 -0.243 -3.297  -0.06
C10 0.062 5.197 -5.058  -0.07
H9 4.015 1.108 0.246  0.07
O3 -4.238 2.650 2.791  -0.02
C11 3.506 1.308 -3.235  -0.32
H10 1.035 5.383 -5.522  0.09
H11 -0.660 4.929 -5.834  0.08
O4 -0.438 2.022 -3.388  -0.02
C12 -6.268 1.078 1.664  -0.07
H12 4.055 0.449 -5.607  0.08
H13 1.974 0.768 4.747  -0.11
H14 1.874 3.523 -3.009  0.07
H15 -6.793 1.593 2.475  0.08
H16 3.368 -1.153 -5.237  0.09
Br1 0.876 1.581 -0.115  0.67
C13 -0.510 2.957 -4.174  -0.30
H17 -5.544 -1.388 2.667  0.09
H18 2.563 -3.453 2.361  0.13
H19 -6.060 1.799 0.867  0.09
H20 4.369 1.694 -3.802  0.13
H21 -0.280 6.103 -4.547  0.09
O5 3.246 1.716 -2.111  -0.07
H22 2.334 0.125 -5.939  0.09
H23 1.247 -2.692 1.101  0.13
O6 -1.541 -1.883 3.446  -0.27
H24 -1.223 -7.322 2.943  0.09
H25 4.342 2.081 1.864  0.08
S1 0.688 0.444 4.251  0.76
O7 -0.321 -3.017 5.277  -0.15
O8 0.718 -5.336 3.444  -0.02
C14 -0.270 -2.343 4.100  -0.45
C15 3.588 1.945 0.955  -0.19
H26 1.806 2.297 2.336  0.09
H27 -6.893 0.270 1.276  0.08
H28 2.267 -0.704 1.025  0.11
H29 0.566 4.239 -2.039  0.08
H30 -3.089 -7.087 2.438  0.09
N3 0.951 -0.535 2.785  -0.45
H31 -3.789 -1.119 2.512  0.07
C16 -4.094 1.438 2.701  -0.31
H32 0.908 0.545 -3.063  0.04
H33 -1.178 2.922 -5.050  0.13
C17 2.155 -0.042 2.012  -0.34
N4 -5.014 0.559 2.169  -0.21
H34 3.536 2.956 0.349  0.07
C18 1.121 4.316 -2.979  -0.04

Summary:
- Molar mass: 546.46 g/mol
- Total charge: -1
- Orbital gap: 6.2 eV
- 2S+1: 1

***

What did the first record say?
C18H33Sn as an isolated structure in a non-equilibrium geometry, computed with wB97M-V/def2-TZVPD.

Last column: Löwdin charge in e.
Positions of all 52 atoms, in Å:
H1 6.425 -6.512 7.754  0.06
C1 -0.047 -1.478 7.025  -0.22
H2 2.071 -6.260 5.440  0.04
H3 4.619 -6.127 6.073  0.11
H4 2.926 -5.257 7.694  0.10
H5 2.770 -6.876 8.391  0.10
C2 -3.659 -6.298 11.226  -0.13
C3 -2.350 -4.251 2.717  -0.13
C4 4.393 -6.662 7.002  -0.29
H6 -2.465 -6.585 6.168  0.03
C5 -0.485 -6.683 8.976  -0.35
H7 5.218 -6.801 9.012  0.07
H8 -1.212 -7.727 5.626  0.04
C6 -0.040 0.608 8.236  -0.15
H9 -0.045 -1.361 4.865  0.04
H10 -0.045 -1.364 9.185  0.05
Sn1 -0.025 -5.754 7.042  1.16
H11 -1.528 -6.160 11.535  0.10
C7 -1.910 -6.347 9.415  -0.34
H12 -0.321 -7.764 8.867  0.04
C8 5.410 -6.270 8.074  -0.13
H13 -0.450 -5.434 4.222  0.08
H14 -0.038 1.164 9.181  0.07
H15 1.711 -7.748 6.338  0.04
H16 -4.377 -6.822 10.588  0.07
H17 -2.095 -5.270 9.266  0.10
H18 -2.225 -4.931 1.868  0.07
C9 1.879 -6.667 6.439  -0.34
H19 -3.817 -5.222 11.099  0.07
H20 4.475 -7.735 6.795  0.10
H21 -3.492 -5.614 3.938  0.10
H22 -3.886 -6.549 12.264  0.06
H23 -0.040 1.169 4.873  0.07
C10 -0.039 1.314 7.026  -0.18
H24 -1.375 -6.764 3.527  0.10
H25 -3.213 -3.613 2.517  0.06
C11 -2.566 -5.030 4.014  -0.28
H26 -2.697 -4.324 4.846  0.11
C12 -0.046 -0.830 5.815  -0.20
H27 -0.028 -3.957 7.056  -0.06
H28 -2.622 -6.887 8.772  0.10
C13 -1.488 -6.668 5.680  -0.34
C14 -0.045 -0.831 8.231  -0.21
C15 -2.224 -6.688 10.874  -0.29
H29 5.371 -5.196 8.282  0.07
C16 2.970 -6.332 7.456  -0.35
C17 -1.402 -5.986 4.308  -0.34
H30 -0.037 2.413 7.028  0.07
H31 -2.084 -7.762 11.039  0.10
H32 0.284 -6.288 9.647  0.03
C18 -0.041 0.611 5.819  -0.15
H33 -1.463 -3.609 2.774  0.07

Summary:
- Molar mass: 368.17 g/mol
- Total charge: -1
- Orbital gap: 4.9 eV
- 2S+1: 1